Entry 1:
ORCA calculation (wB97M-V/def2-TZVPD) on a 2-piece molecular cluster, C8H19N3O2 overall.

Calculated values
Total charge   +2
HOMO   -0.5952 Eh
E_LUMO   -6.1 eV
DFT total energy   -17148.8160 eV
Multiplicity   1

Cartesian coordinates (Å):
1 O 2.6548 0.1993 1.7821
2 O 0.6703 -0.1265 0.5675
3 N -1.7784 0.7809 -1.5634
4 N 0.6696 2.1926 0.9751
5 N 1.9585 -2.0010 1.5245
6 C -3.8732 0.7155 0.1153
7 C 0.3190 1.1280 0.2934
8 C -1.5715 0.6893 -2.9689
9 C -2.9706 0.9535 -1.0247
10 C 3.5988 0.2048 0.7426
11 C 1.1687 -2.9060 0.7185
12 C -4.3121 0.7360 -1.3328
13 C 1.5381 -0.4493 1.6222
14 H -2.3385 1.3193 -3.4948
15 H -0.5643 1.0475 -3.1966
16 H 1.4825 2.1622 1.5418
17 H 0.0535 -2.8051 1.1253
18 H 4.2107 1.1289 1.0334
19 H 1.8415 -2.2717 2.5296
20 H -0.9383 1.0186 -0.9061
21 H -4.1791 1.5174 0.7665
22 H 0.4505 3.0127 0.4916
23 H 1.5753 -3.9555 1.0372
24 H 4.2856 -0.6559 0.7915
25 H -1.7132 -0.4256 -3.2129
26 H 1.1871 -2.8262 -0.3218
27 H -4.9812 1.5594 -1.5367
28 H -4.5910 -0.0994 -1.9218
29 H 0.9669 -0.4713 2.6424
30 H 3.0641 0.3209 -0.2418
31 H -3.6707 -0.1949 0.5850
32 H 2.8897 -2.0411 1.1319

---

Entry 2:
ORCA calculation (wB97M-V/def2-TZVPD) on a 2-piece molecular cluster, C8H19NO overall.

Calculated values
Total charge   -1
HOMO (spin up / spin down)   0.0342 / -0.2195 Eh
Expectation value of S²   0.7504
E_LUMO (spin up / spin down)   3.7 / 3.5 eV
DFT total energy   -12135.7677 eV
Multiplicity   2

Cartesian coordinates (Å):
1 O -2.8972 1.9238 -1.3520
2 N -1.4302 1.1601 0.3148
3 C 2.5031 0.3868 -1.1578
4 C -2.1345 1.0590 -0.9035
5 C 2.3675 -1.4152 0.4729
6 C -1.0554 -0.9246 1.8498
7 C -0.5821 -0.0339 0.7002
8 C -2.1104 -0.2041 -1.9433
9 C 2.8585 -1.0252 -0.8394
10 C -1.9206 2.1306 1.3320
11 H 3.0575 1.1218 -0.6677
12 H 1.4611 0.4501 -0.6712
13 H -1.7930 3.3594 1.0138
14 H 3.2972 -1.9394 0.9080
15 H 4.0278 -1.2673 -1.0733
16 H -1.5598 -1.1288 -1.5372
17 H 1.4014 -2.0571 0.6321
18 H -0.3726 -1.2486 2.5412
19 H -2.9574 2.0795 1.7390
20 H 2.4271 -1.5495 -1.7238
21 H -1.2218 2.3932 1.9892
22 H -2.0119 -0.3774 2.1991
23 H 0.4610 0.5781 1.0641
24 H -2.9352 -0.7646 -2.3829
25 H -1.5065 -1.8744 1.3960
26 H -1.5142 0.1753 -2.7964
27 H -0.5577 -0.8717 -0.2043
28 H 2.4419 -0.6263 1.3436
29 H 2.2564 0.4902 -2.2431

---

Entry 3:
ORCA calculation (wB97M-V/def2-TZVPD) on a 2-piece molecular cluster, C8H19NO overall.

Calculated values
HOMO   -0.3492 Eh
E_LUMO   0.8 eV
SMILES string   CNC(C)=O.CCCCC
DFT total energy   -12140.4906 eV
Multiplicity   1

Cartesian coordinates (Å):
1 O 1.0461 -1.1700 -1.3186
2 N 2.3432 -0.3584 0.3678
3 C 2.9871 0.6888 -0.3341
4 C -2.2673 -0.2191 -0.4942
5 C -1.7547 0.7754 0.4928
6 C -0.0938 2.7725 0.4795
7 C 1.3200 -1.1922 -0.1044
8 C -0.7533 1.6461 -0.3835
9 C -3.3806 -1.2474 -0.0509
10 C 0.8483 -1.9739 1.0107
11 H -1.3174 2.0579 -1.1640
12 H 2.5058 -0.4888 1.2861
13 H -2.6378 1.2772 0.9510
14 H -2.9419 -1.9699 0.7275
15 H -2.6503 0.4036 -1.2999
16 H -0.0566 0.9397 -0.9146
17 H 4.0593 0.8799 -0.0777
18 H -1.4082 -0.8308 -0.7944
19 H 2.4299 1.7252 -0.2638
20 H -0.1457 -2.3132 0.8632
21 H 0.4617 2.2966 1.2337
22 H 2.8417 0.3912 -1.3343
23 H 1.4401 -2.8850 1.1821
24 H -0.8797 3.4357 0.9016
25 H 0.9343 -1.6101 2.0289
26 H -4.3336 -0.9022 0.4316
27 H -3.6629 -1.8181 -0.9032
28 H 0.4321 3.4087 -0.1163
29 H -1.2763 0.3705 1.5412

---

Entry 4:
ORCA calculation (wB97M-V/def2-TZVPD) on a 2-piece molecular cluster, C8H19NO overall.

Calculated values
HOMO   -0.3218 Eh
E_LUMO   0.9 eV
SMILES string   CCN(C)C(C)=O.CCC
DFT total energy   -12139.2550 eV
Multiplicity   1

Cartesian coordinates (Å):
1 O -2.8530 0.1106 -0.0044
2 N -0.8474 0.4244 0.9346
3 C 2.9188 -1.0152 -1.0388
4 C 2.2459 -0.3104 -2.2101
5 C 2.1419 -2.2397 -0.5242
6 C -0.9652 2.8724 0.9876
7 C -0.9422 -1.0474 -0.9849
8 C -1.6923 -0.2463 0.0361
9 C 0.4086 -0.0785 1.4846
10 C -1.4869 1.6107 1.6091
11 H 1.2522 -0.6805 -2.4203
12 H 0.6973 0.6123 2.2629
13 H -0.7249 -0.4269 -1.8377
14 H -0.3189 2.4850 0.0265
15 H 2.2963 0.7794 -2.1051
16 H 2.7390 -3.1143 -0.2015
17 H 3.8753 -1.3832 -1.4121
18 H 1.0646 -0.2042 0.6279
19 H -2.5172 1.3007 1.5207
20 H -1.2203 1.5471 2.6691
21 H 1.5643 -1.9095 0.3909
22 H -0.7513 3.5742 1.7911
23 H -1.7666 -1.6536 -1.4559
24 H -0.1870 -1.6793 -0.4845
25 H 1.4714 -2.6975 -1.2607
26 H -1.5346 3.4869 0.2951
27 H 2.8061 -0.3569 -3.1479
28 H 0.1890 -1.1489 1.6603
29 H 3.0003 -0.2971 -0.2411

---

Entry 5:
ORCA calculation (wB97M-V/def2-TZVPD) on a 3-piece molecular cluster, C8H19NO overall.

Calculated values
HOMO   -0.2794 Eh
E_LUMO   1.0 eV
DFT total energy   -12138.7416 eV
Multiplicity   1

Cartesian coordinates (Å):
1 O -0.4065 -1.2515 -1.4923
2 N -1.4122 -2.2273 0.2620
3 C 0.7025 -0.6180 0.9732
4 C -0.9137 -1.0441 -0.2788
5 C 1.7568 -1.6656 0.6762
6 C -1.8667 0.1395 -0.1880
7 C 0.8856 2.5225 -0.2255
8 C 1.5310 1.2857 -0.7691
9 C 1.2935 0.8121 -2.0278
10 C -2.3437 0.5113 1.2106
11 H -0.9194 -3.0468 -0.0766
12 H 1.6373 -2.1167 -0.3139
13 H 2.7643 -1.2431 0.6857
14 H -1.3809 0.9882 -0.6653
15 H 2.0325 0.1941 -2.5209
16 H 0.2232 -0.4278 -1.7729
17 H 0.6024 1.3390 -2.6773
18 H -2.7278 -0.1164 -0.8152
19 H -1.5327 -2.2315 1.2666
20 H 1.5637 3.3722 -0.3587
21 H -1.5091 0.8109 1.8416
22 H -2.8692 -0.3186 1.6848
23 H -3.0381 1.3495 1.1535
24 H 0.0659 -0.9214 1.8050
25 H 2.3967 0.9318 -0.2287
26 H 0.6655 2.4259 0.8394
27 H -0.0476 2.7520 -0.7419
28 H 1.1135 0.3029 1.3794
29 H 1.7333 -2.5085 1.3746

---

Entry 6:
ORCA calculation (wB97M-V/def2-TZVPD) on a 2-piece molecular cluster, C8H19NO overall.

Calculated values
HOMO   -0.3437 Eh
E_LUMO   0.5 eV
SMILES string   CNC(C)=O.CCCCC
DFT total energy   -12139.4519 eV
Multiplicity   1

Cartesian coordinates (Å):
1 O 2.5193 -1.1664 -0.9205
2 N 2.7939 0.4527 0.6047
3 C -2.3602 0.0757 -0.3394
4 C 4.6294 -0.1549 -0.5595
5 C 3.2149 -0.3263 -0.2956
6 C -2.8609 -2.4119 -0.1083
7 C 1.6019 0.0035 1.2284
8 C -1.4381 1.2177 -0.0410
9 C -1.9332 -1.2775 0.2493
10 C -2.0295 2.5168 -0.5352
11 H -0.4220 1.0960 -0.3906
12 H -2.4633 -3.3715 0.2779
13 H -3.8385 -2.3169 0.3315
14 H 4.8241 -0.2450 -1.7638
15 H -3.0069 -2.4835 -1.1885
16 H 1.3469 -1.1573 1.1238
17 H 5.1429 0.8121 -0.0901
18 H -3.0646 2.6357 -0.1172
19 H -2.0995 2.4102 -1.6068
20 H -1.3303 1.3115 1.0302
21 H 3.2452 1.4316 0.8941
22 H -0.9433 -1.5242 -0.0992
23 H -1.3935 3.4031 -0.3060
24 H -3.3514 0.3643 0.0273
25 H -1.8780 -1.2316 1.3586
26 H 5.0550 -1.1831 -0.3530
27 H 1.6569 0.3880 2.3979
28 H 0.9249 0.7824 0.6142
29 H -2.5419 -0.0513 -1.4234

---

Entry 7:
ORCA calculation (wB97M-V/def2-TZVPD) on the molecule C8H2.

Calculated values
HOMO (spin up / spin down)   -0.2958 / -0.3331 Eh
Expectation value of S²   2.0152
E_LUMO (spin up / spin down)   -0.8 / -2.8 eV
DFT total energy   -8316.3215 eV
Multiplicity   3

Cartesian coordinates (Å):
1 C -1.6329 0.4385 0.0207
2 C 0.9405 1.0619 -0.0078
3 C -2.6828 1.0194 -0.0763
4 C 2.1720 0.6403 -0.0116
5 C 1.7320 -0.9014 -0.1195
6 C 3.0558 -0.5242 -0.0084
7 C -0.3209 0.0802 -0.1095
8 C 0.3622 -1.1470 0.0052
9 H -0.0114 -2.0821 0.0986
10 H -3.6145 1.4143 0.2087

---

Energy relative to the best compared isomer or geometry (same formula, charge and spin) values, unit kJ/mol, following the record order: 93.44, 465.10, 204.58, 323.79, 373.33, 304.79, 0.00.